one:
H80O40 | ωB97M-V/def2-TZVPD

Geometry as XYZ:
```
120
Properties=species:S:1:pos:R:3
H 0.091 -6.194 0.276
H -0.611 -5.991 1.663
O -0.612 -6.444 0.856
H 2.430 -3.682 -2.244
H 2.562 -2.323 -2.182
O 2.685 -2.976 -1.636
H 0.714 1.863 6.367
H 1.376 2.243 5.011
O 0.643 1.793 5.410
H 1.812 3.558 -3.837
H 2.797 2.639 -3.487
O 1.964 2.606 -3.475
H -0.996 -2.143 4.332
H -0.677 -0.738 5.243
O -0.896 -1.772 5.312
H -5.583 -2.452 1.946
O -5.219 -2.733 2.763
H -0.191 -1.936 1.154
O -0.366 -1.208 0.673
H 4.452 3.717 0.012
H 3.523 5.125 0.785
O 3.668 4.302 0.345
H -1.697 -2.502 -2.826
H -2.787 -3.347 -3.073
O -1.805 -3.352 -3.075
H 1.918 1.960 0.193
H 2.314 3.349 -0.033
O 1.560 2.848 -0.109
H -1.339 0.767 -2.439
H -2.314 0.457 -3.557
O -1.378 0.801 -3.371
H -4.434 -0.642 -2.436
O -3.985 0.083 -2.850
H -0.174 4.847 3.007
H 0.201 3.889 1.669
O -0.223 3.933 2.594
H -4.389 2.317 3.211
H -5.486 3.023 3.208
O -5.381 2.063 3.120
H -3.197 -2.079 -5.276
H -3.898 -0.717 -4.869
O -3.979 -1.518 -5.416
H -0.601 1.462 -4.626
H -0.074 2.742 -5.716
O 0.033 2.345 -4.813
H 2.857 -1.634 -0.149
H 1.438 -1.310 -0.131
O 2.335 -1.172 0.303
H 2.258 -2.939 1.913
H 2.486 -1.985 3.014
O 2.501 -2.979 2.785
H -1.675 4.676 1.115
O -2.181 5.014 0.431
H -0.825 -3.609 -0.115
H 0.115 -3.986 -1.232
O -0.495 -4.345 -0.588
H -1.760 -1.832 3.008
O -2.426 -2.196 2.552
H -0.153 3.386 -2.005
H -1.320 3.416 -2.877
O -1.112 3.552 -1.986
H -0.656 0.765 -0.022
H -1.249 2.047 -0.471
O -1.551 1.228 -0.167
H 5.378 1.127 -3.865
H 4.621 2.482 -4.331
O 4.520 1.682 -3.995
H 1.133 2.797 3.304
H 2.511 2.132 3.071
O 2.081 2.841 3.630
H -3.283 -3.793 -0.983
H -4.367 -3.114 -0.216
O -4.225 -3.731 -0.918
H -6.312 -0.535 1.183
H -5.538 0.135 0.083
O -5.953 -0.701 0.272
H 2.423 0.432 4.394
H 3.111 -0.453 5.673
O 3.223 0.096 4.793
H 0.111 4.878 -3.186
H 0.910 4.964 -4.420
O 0.966 5.346 -3.495
H -1.112 -5.466 -1.666
H -0.138 -6.213 -2.612
O -1.058 -6.308 -2.151
H 1.136 1.489 1.743
H 2.226 0.343 1.398
O 1.778 0.933 1.930
H 4.912 1.523 -0.759
O 4.487 1.523 0.020
H 2.041 0.530 -1.154
H 1.620 1.342 -2.345
O 1.460 0.610 -1.758
H -1.553 4.696 -0.351
H -4.717 -3.489 2.377
H -2.993 -1.680 2.307
H -1.294 -1.283 0.469
H -3.729 0.689 -2.152
H 5.019 1.637 0.860
O 4.655 2.740 3.094
H 4.503 3.361 3.736
H 4.286 2.009 3.686
O 3.021 -1.234 -3.400
H 2.438 -0.581 -3.042
H 3.218 -1.100 -4.360
O -0.227 -4.941 3.061
H 0.041 -4.428 3.726
H -0.674 -5.761 3.104
O 5.154 -1.428 -1.888
H 5.560 -2.214 -2.010
H 5.337 -0.924 -1.147
O 0.789 -3.645 -4.264
H 1.387 -2.943 -4.026
H 0.783 -4.214 -3.460
O -4.503 2.072 0.021
H -4.121 2.777 0.393
H -5.446 1.996 0.094
O -2.494 1.740 5.250
H -1.767 1.245 4.977
H -2.372 1.928 6.118
```

## Properties
frontier orbital gap = 0.3549 hartree
molar mass = 720.60 g mol⁻¹

=====

two:
H80O40 | ωB97M-V/def2-TZVPD

Geometry as XYZ:
```
120
Properties=species:S:1:pos:R:3
H -2.816 -0.886 1.322
H -3.973 -0.355 1.981
O -3.095 -0.012 1.697
H -2.980 4.530 -2.178
H -2.414 3.094 -1.607
O -2.363 3.827 -2.276
H 1.404 -4.473 -1.589
H 1.593 -4.626 -2.957
O 2.152 -4.439 -2.228
H -1.273 -3.553 -3.503
H -1.441 -5.038 -3.979
O -1.329 -4.478 -3.242
H -4.047 2.566 -3.578
H -2.766 1.803 -3.859
O -3.712 1.986 -4.249
H -4.823 -2.063 -3.125
O -4.611 -2.010 -2.129
H 1.509 0.430 2.227
O 1.587 0.931 3.022
H 4.732 -1.629 2.863
H 3.534 -2.881 2.907
O 4.004 -2.105 2.503
H -4.365 -0.450 3.526
H -5.897 -0.538 3.362
O -5.129 -0.047 3.027
H 4.253 0.728 3.668
H 4.060 0.938 5.253
O 4.493 0.410 4.587
H -0.214 2.667 1.269
H 0.326 3.867 0.675
O 0.653 2.981 0.963
H 1.370 -3.058 0.034
O 0.522 -3.201 -0.391
H 5.126 2.763 1.299
H 4.895 2.109 -0.059
O 5.021 3.002 0.373
H -1.011 -1.876 -5.206
H -0.983 -0.498 -5.600
O -1.605 -1.140 -5.288
H -0.528 2.449 -0.791
H -0.940 1.162 -0.040
O -1.253 1.807 -0.706
H -2.135 2.287 2.242
H -1.991 0.814 2.065
O -1.417 1.699 1.925
H 0.756 -1.041 -1.769
H -0.390 -0.605 -0.778
O 0.430 -0.328 -1.213
H -4.824 3.634 0.411
H -4.776 2.291 1.263
O -5.076 3.195 1.209
H 2.341 -0.400 -1.026
O 2.837 0.464 -0.758
H -0.360 6.045 -1.388
H -1.485 4.914 -1.298
O -0.811 5.456 -0.727
H 0.991 -3.394 2.232
O 0.786 -4.042 2.931
H 6.384 -1.911 -1.222
H 5.090 -2.270 -0.277
O 5.654 -2.649 -0.991
H 1.030 -1.582 -4.545
H -0.146 -1.015 -3.560
O 0.331 -1.842 -3.950
H 2.423 2.324 -2.886
H 1.683 0.994 -3.711
O 1.797 1.606 -2.999
H 0.188 4.027 -4.183
H -1.336 3.657 -3.807
O -0.571 3.468 -4.410
H -0.118 4.157 3.513
H 1.397 3.963 3.724
O 0.709 4.613 3.804
H 2.898 3.382 0.154
H 2.011 4.404 -0.691
O 2.530 3.601 -0.747
H 0.528 -1.314 6.285
H 0.392 -2.756 6.079
O 0.126 -2.070 6.687
H -2.064 -3.999 1.593
H -1.196 -3.572 0.212
O -1.926 -3.366 0.936
H -0.668 -3.651 3.760
H -1.093 -4.411 5.067
O -1.240 -3.549 4.651
H 3.207 1.019 2.331
H 4.299 0.217 1.654
O 4.137 1.039 2.135
H 3.874 -2.728 0.911
O 3.248 -3.401 0.573
H 4.633 -0.397 0.508
H 4.722 0.255 -0.856
O 5.294 -0.082 -0.059
H 2.156 1.044 -0.288
H -4.187 -2.895 -1.907
H 1.530 -4.483 3.252
H 0.767 1.441 3.013
H 0.436 -2.379 -0.923
H 3.702 -3.758 -0.224
O -0.332 -0.926 2.661
H -1.148 -1.016 3.145
H -0.240 -1.536 1.974
O 2.493 -1.496 -6.032
H 2.910 -1.151 -5.227
H 2.308 -2.436 -5.876
O -2.662 3.963 2.135
H -2.691 4.849 1.834
H -3.493 3.903 2.591
O -1.786 -1.118 -2.374
H -2.203 -1.020 -3.259
H -2.508 -0.782 -1.863
O -3.620 -2.204 4.201
H -3.215 -2.688 3.501
H -4.106 -2.828 4.740
O -4.328 0.900 -1.323
H -4.457 0.844 -2.258
H -4.007 -0.002 -1.178
O -0.994 0.987 -3.269
H -0.657 1.839 -3.566
H -0.437 1.101 -2.466
```

## Properties
frontier orbital gap = 0.3604 hartree
molar mass = 720.60 g mol⁻¹

=====

Best to worst by energy: two, one.